Record 1
DFT (ωB97M-V/def2-TZVPD) results for a molecular structure, C48H39ClLiN11OP.

Energy relative to the best compared isomer or geometry (same formula, charge and spin) ... 2.542 eV
Max |F| ... 0.6 eV Å⁻¹
Kohn-Sham gap ... 8.161 eV
Lowest unoccupied orbital energy ... -1.9 eV
Highest occupied orbital energy ... -10.1 eV

ORCA input file:
```
! RIJCOSX wB97M-V def2-TZVPD def2/J DEFGRID3
* xyz 1 1
Li 0.354 -0.205 2.097
Cl 2.530 0.700 2.740
C 2.310 1.984 3.922
C 3.348 2.216 4.805
C 3.201 3.212 5.758
C 2.028 3.950 5.815
C 1.002 3.703 4.914
C 1.125 2.717 3.938
P -0.201 2.272 2.755
C -1.668 3.143 3.383
C -1.862 4.516 3.229
C -2.998 5.121 3.743
C -3.945 4.362 4.420
C -3.760 2.997 4.577
C -2.627 2.388 4.054
C 0.229 3.240 1.274
C -0.826 3.168 0.204
C -0.368 3.552 -1.229
C 0.960 4.216 -1.348
C 1.785 4.303 -0.307
C 1.432 3.755 1.009
H 4.251 1.624 4.748
H 4.003 3.404 6.458
H 1.909 4.722 6.562
H 0.089 4.279 4.975
H -1.121 5.109 2.705
H -3.145 6.186 3.618
H -4.830 4.837 4.821
H -4.499 2.405 5.100
H -2.484 1.319 4.167
H -1.761 3.630 0.531
H -1.138 4.100 -1.774
H 1.250 4.612 -2.314
H 2.753 4.775 -0.414
H 2.199 3.770 1.775
C 4.698 -3.193 -2.196
N 3.846 -2.282 -1.449
C 3.183 -2.480 -0.304
N 2.510 -1.398 0.036
C 2.815 -0.539 -0.970
N 3.614 -1.030 -1.892
C 3.931 -4.074 -3.157
C 4.415 -5.340 -3.461
C 3.760 -6.140 -4.388
C 2.609 -5.689 -5.008
C 2.115 -4.426 -4.697
C 2.777 -3.618 -3.779
C 0.892 -3.956 -5.342
N 0.229 -4.494 -6.304
N -0.852 -3.657 -6.555
C -0.740 -2.667 -5.742
O 0.343 -2.786 -4.927
C -1.609 -1.505 -5.577
C -2.890 -1.511 -6.129
C -3.707 -0.409 -5.956
C -3.261 0.688 -5.227
C -1.988 0.698 -4.679
C -1.499 1.839 -3.827
N -1.386 1.427 -2.443
C -0.423 2.017 -1.541
N -1.023 1.748 -0.214
C -2.361 1.406 -0.534
N -2.592 1.242 -1.773
C -1.163 -0.404 -4.863
H 5.253 -3.804 -1.484
H 5.413 -2.568 -2.730
H 3.212 -3.412 0.236
H 2.453 0.475 -1.020
H 5.311 -5.705 -2.972
H 4.146 -7.124 -4.618
H 2.083 -6.300 -5.729
H 2.391 -2.632 -3.554
H -3.222 -2.375 -6.687
H -4.701 -0.405 -6.383
H -3.914 1.539 -5.075
H -2.160 2.707 -3.939
H -0.498 2.141 -4.145
H 0.566 1.581 -1.697
H -3.104 1.263 0.235
H -0.163 -0.401 -4.446
N -1.831 -2.642 2.677
C -1.282 -2.140 3.846
C -1.712 -2.734 5.046
C -1.216 -2.268 6.236
C -0.300 -1.216 6.224
C 0.064 -0.702 5.005
N -0.405 -1.143 3.822
C -1.668 -2.314 1.337
C -2.490 -2.983 0.419
C -2.344 -2.718 -0.921
C -1.381 -1.798 -1.331
C -0.628 -1.187 -0.360
N -0.761 -1.421 0.961
H -2.509 -3.370 2.832
H -2.424 -3.548 5.020
H -1.535 -2.715 7.168
H 0.116 -0.813 7.135
H 0.771 0.115 4.954
H -3.225 -3.695 0.770
H -2.972 -3.220 -1.644
H -1.236 -1.549 -2.372
H 0.132 -0.466 -0.631
*
```



Record 2
DFT (ωB97M-V/def2-TZVPD) results for 2 unconnected molecules or ions with the total composition C6H15N2 at a distorted geometry.

Energy relative to the best compared isomer or geometry (same formula, charge and spin) ... 2.333 eV
Max |F| ... 1.8 eV Å⁻¹
Kohn-Sham gap ... 6.866 eV
Lowest unoccupied orbital energy ... -4.9 eV
Highest occupied orbital energy ... -11.8 eV

ORCA input file:
```
! RIJCOSX wB97M-V def2-TZVPD def2/J DEFGRID3
* xyz 1 1
C 2.206 -0.751 -0.666
C 1.085 -1.772 -0.762
C 0.379 -2.108 0.331
N -0.811 -2.879 0.433
H 2.143 -0.181 0.277
H 3.210 -1.155 -0.760
H 2.116 -0.055 -1.505
H 0.795 -2.131 -1.751
H 0.706 -1.728 1.292
H -0.807 -3.371 1.358
H -0.929 -3.580 -0.290
C -0.817 2.286 1.672
C -1.238 1.223 0.631
C -0.739 1.552 -1.738
N -0.353 1.253 -0.550
H 0.160 2.043 2.080
H -0.756 3.227 1.100
H -1.601 2.351 2.434
H -1.282 0.174 1.034
H -2.222 1.516 0.222
H -0.009 1.611 -2.550
H -1.772 1.740 -1.891
H 0.535 0.734 -0.401
*
```



Record 3
DFT (ωB97M-V/def2-TZVPD) results for a molecular structure, C28H29NOP2W at a distorted geometry.

Energy relative to the best compared isomer or geometry (same formula, charge and spin) ... 1.518 eV
Max |F| ... 5.0 eV Å⁻¹
Kohn-Sham gap (spin up / spin down) ... 5.472 / 5.955 eV
Lowest unoccupied orbital energy (spin up / spin down) ... -7.5 / -7.7 eV
Highest occupied orbital energy (spin up / spin down) ... -13.0 / -13.6 eV

ORCA input file:
```
! RIJCOSX wB97M-V def2-TZVPD def2/J DEFGRID3
* xyz 2 3
C -1.220 3.658 -2.995
C -1.040 2.346 -2.550
C 0.278 1.835 -2.537
C 1.409 2.619 -2.815
C 1.185 3.926 -3.301
C -0.110 4.427 -3.384
C 2.713 2.037 -2.540
C 2.787 0.620 -2.868
C 1.647 -0.153 -2.603
C 1.698 -1.564 -2.571
C 2.915 -2.190 -2.874
C 4.035 -1.417 -3.213
C 3.990 -0.031 -3.203
H -2.228 4.079 -2.982
H 2.030 4.537 -3.629
H -0.298 5.458 -3.711
H 3.582 2.656 -2.806
H 2.989 -3.278 -2.788
H 4.984 -1.931 -3.406
H 4.859 0.570 -3.494
N 0.505 0.511 -2.068
W -0.007 0.173 -0.171
C -2.186 1.521 -1.994
H -2.246 0.529 -2.479
H -3.130 2.087 -2.072
C 0.494 -2.343 -2.076
H -0.422 -2.058 -2.614
H 0.656 -3.425 -2.185
P -2.024 1.241 -0.176
P 0.178 -2.120 -0.278
C 1.605 -2.873 0.558
H 1.434 -2.841 1.642
H 1.708 -3.925 0.252
H 2.534 -2.337 0.325
C -1.266 -3.076 0.217
H -1.009 -4.145 0.224
H -1.549 -2.754 1.230
H -2.084 -2.890 -0.493
C -1.981 2.884 0.575
H -2.934 3.404 0.420
H -1.772 2.793 1.648
H -1.182 3.504 0.160
C -3.485 0.437 0.463
H -3.263 0.063 1.470
H -4.321 1.151 0.466
H -3.724 -0.421 -0.173
C 2.312 1.088 -0.225
O 2.953 0.483 0.566
H 2.933 1.752 -1.115
C -0.250 -0.116 1.823
C -0.627 -0.532 2.959
C -0.936 -0.950 4.247
C -2.157 -0.559 4.873
C -2.408 -0.951 6.188
C -1.511 -1.794 6.860
C -0.325 -2.212 6.240
C -0.047 -1.830 4.929
H -2.863 0.077 4.322
H -3.328 -0.629 6.673
H -1.713 -2.091 7.892
H 0.371 -2.869 6.758
H 0.866 -2.164 4.415
*
```